1.
The following is a quantum chemistry calculation of a molecular structure, C15H14AgN5O3S2, from OMol25.

```
40
Properties=species:S:1:pos:R:3:forces:R:3
Ag -0.80950 0.05247 0.08778 -0.16 -0.14 -0.33
C 3.58782 1.26049 -0.96265 0.10 -0.05 0.03
C 2.09117 1.21535 -0.95009 -0.18 0.19 0.07
N 1.37463 0.17464 -1.07243 0.14 -0.05 0.03
N 1.92070 -1.06197 -1.15474 -0.25 0.11 -0.12
C 1.07984 -2.13740 -1.18493 0.26 -0.03 0.22
N 1.70845 -3.32209 -1.05858 -0.02 0.00 -0.06
S -0.57516 -2.05629 -1.40856 -0.12 0.00 0.01
C 1.31945 2.47913 -0.68890 0.20 -0.19 -0.07
C 1.98694 3.67075 -0.44827 -0.09 0.03 0.00
C 1.24798 4.79973 -0.12628 0.04 -0.01 -0.01
C -0.12665 4.70184 -0.06351 -0.03 -0.03 -0.01
C -0.70862 3.46782 -0.32206 -0.02 0.02 -0.02
N -0.01339 2.38304 -0.63179 0.03 -0.04 0.20
H 4.02912 0.35775 -1.38201 -0.02 0.00 -0.01
H 3.97537 1.39483 0.04974 -0.03 0.00 0.01
H 3.94438 2.09267 -1.56762 -0.02 0.00 -0.01
H 2.89007 -1.19604 -0.90658 0.01 -0.07 0.08
H 2.62538 -3.36442 -0.64320 0.00 0.02 0.03
H 1.11491 -4.11742 -0.89523 -0.03 0.01 -0.01
H 3.06420 3.71910 -0.48480 0.02 0.02 0.01
H 1.74721 5.73638 0.08315 0.00 0.00 0.00
H -0.74558 5.54907 0.19473 0.00 0.01 0.01
H -1.78354 3.34629 -0.26273 0.00 -0.02 0.00
O 1.33485 -2.55386 2.60565 0.12 -0.08 0.01
C 0.90989 -1.45438 2.90802 -0.19 0.23 -0.22
N 0.66112 -0.43309 2.02817 0.14 -0.23 0.00
S 0.05954 0.85725 2.74076 0.04 0.38 0.21
O -1.32181 1.06662 2.30535 0.05 0.00 -0.08
O 0.91240 2.01602 2.62087 -0.02 -0.01 -0.03
C 0.07936 0.23641 4.38522 -0.08 0.06 0.20
C -0.29553 0.84208 5.56869 0.02 -0.11 0.00
C -0.15127 0.09250 6.72945 0.00 0.00 0.04
C 0.34992 -1.20752 6.68846 -0.01 0.00 -0.01
C 0.71524 -1.79588 5.48447 0.01 0.03 -0.03
C 0.57368 -1.04883 4.32919 0.09 -0.09 -0.09
H -0.68784 1.84929 5.59302 0.01 0.02 -0.02
H -0.43280 0.52311 7.68165 0.00 0.00 0.00
H 0.45560 -1.76243 7.61157 -0.01 -0.01 0.00
H 1.10446 -2.80372 5.43033 0.00 -0.01 0.01
```
Positions in Å, forces in eV/Å.

Properties
M: 484.31 g mol⁻¹
Total charge: 0
Relative energy (zero: lowest compared OMol25 entry of this formula, charge and spin): 0.527 eV
Frontier orbital gap: 0.3044 Ha

=====

2.
The following is a quantum chemistry calculation of a gas-phase ion, CH5N2S (charge +1) at a distorted geometry, from OMol25.

```
9
Properties=species:S:1:pos:R:3:forces:R:3
N -1.71346 -0.42982 -0.20526 4.09 3.74 1.01
C -0.29143 0.51415 0.13650 -1.63 -3.43 -2.79
N 0.76944 -0.23105 -0.09674 -3.02 1.87 1.26
S 2.39725 -0.10852 0.00386 2.11 1.37 -0.08
H -2.40451 -0.00820 0.41033 -0.18 -0.38 -0.01
H -1.52404 -1.42022 0.00804 -0.01 0.71 0.34
H -0.13291 1.64176 0.07605 -0.99 -1.51 0.58
H 0.59432 -1.17563 -0.18521 -1.06 -2.59 -0.34
H 2.30534 1.21753 -0.14757 0.68 0.23 0.04
```
Positions in Å, forces in eV/Å.

Properties
M: 77.13 g mol⁻¹
Total charge: +1
Relative energy (zero: lowest compared OMol25 entry of this formula, charge and spin): 3.017 eV
Frontier orbital gap: 0.3327 Ha

=====

3.
The following is a quantum chemistry calculation of a molecular structure, C38H41NNaOSi at a distorted geometry, from OMol25.

```
83
Properties=species:S:1:pos:R:3:forces:R:3
C 3.77349 4.39461 2.24736 0.25 0.10 0.03
Si 3.55732 2.75308 3.10025 -0.16 0.04 0.12
C 5.00546 1.60451 2.83542 0.10 0.07 -0.05
C 3.16828 2.94003 4.90894 0.10 0.13 0.26
O 2.30146 1.99343 2.32926 -0.80 -0.50 -0.63
C 0.91215 1.77193 2.44552 0.48 -0.37 0.29
C 0.64249 0.59374 3.41488 -0.09 0.62 -0.14
C 1.64658 -0.33361 3.69420 -0.01 -0.05 0.32
C 1.38200 -1.41128 4.54699 -0.02 0.18 -0.17
C 0.10299 -1.58200 5.08225 0.01 -0.06 0.05
C -0.90906 -0.66354 4.78979 0.10 0.13 -0.17
C -0.63433 0.42569 3.95949 -0.03 -0.37 0.17
C 0.22755 3.09616 2.82752 0.57 -0.44 0.16
C -0.12298 3.34764 4.15382 -0.29 0.36 0.03
C -0.64964 4.59406 4.51148 0.19 -0.25 -0.08
C -0.76964 5.60214 3.55655 -0.11 0.02 -0.02
C -0.35188 5.36807 2.24468 0.15 -0.20 -0.11
C 0.17411 4.12322 1.88524 -0.36 0.30 0.10
C 0.50553 1.27182 1.01487 0.64 0.33 0.03
C 1.34598 0.06776 0.55228 -0.13 0.44 -0.80
C 0.49909 -1.17233 0.77527 -0.13 -0.45 0.55
C -0.95611 -0.68064 0.81537 0.07 -1.17 -0.34
N -0.88010 0.76519 0.97476 -2.16 1.52 -0.32
C -1.96678 1.53128 1.00826 2.66 -0.92 -0.27
C -3.30341 1.08815 1.12166 -1.51 -0.86 -0.51
C -3.98824 0.00170 0.60594 0.93 1.92 0.30
C -5.33531 -0.24627 1.07057 -1.47 0.09 0.35
C -6.33575 -0.78391 0.21565 0.40 0.42 0.35
C -7.63574 -0.99410 0.68512 0.07 0.15 -0.08
C -7.95995 -0.67787 2.01206 0.09 0.15 0.14
C -7.00794 -0.07009 2.84313 0.02 -0.13 -0.23
C -5.71174 0.15003 2.37808 -0.10 -0.38 -0.52
H 4.60462 4.94292 2.71345 -0.17 0.00 -0.20
H 4.00772 4.24511 1.18435 0.02 0.05 0.22
H 2.87234 5.01934 2.30522 0.18 -0.16 0.10
H 5.91135 2.05552 3.26345 -0.11 -0.16 -0.12
H 4.86045 0.62301 3.30906 0.01 0.28 -0.04
H 5.17933 1.43432 1.76403 0.01 0.07 0.22
H 4.10014 3.19579 5.43632 -0.28 -0.05 0.00
H 2.43847 3.74010 5.09265 0.21 -0.15 -0.03
H 2.77336 2.01007 5.34236 0.14 0.18 -0.10
H 2.63978 -0.21583 3.24761 -0.44 0.01 0.28
H 2.19140 -2.10859 4.78254 -0.40 0.18 -0.07
H -0.10461 -2.43378 5.73356 0.07 0.30 -0.18
H -1.91268 -0.76705 5.21173 0.40 -0.08 -0.09
H -1.41516 1.16702 3.75968 0.28 -0.36 0.09
H 0.02772 2.57676 4.91520 -0.14 0.39 -0.31
H -0.95148 4.75642 5.54556 0.10 0.10 -0.26
H -1.17826 6.57642 3.83744 0.14 -0.35 -0.12
H -0.42060 6.14787 1.48735 0.04 -0.09 0.26
H 0.56187 3.96313 0.87307 -0.23 0.18 0.40
H 0.61994 2.09980 0.29775 -0.19 -0.31 0.36
H 1.48880 0.21107 -0.52580 0.17 -0.15 0.16
H 2.33503 0.03034 1.01284 -0.30 0.11 -0.02
H 0.64359 -1.91209 -0.01522 -0.05 0.22 0.12
H 0.74278 -1.65334 1.73012 -0.05 0.10 -0.30
H -1.46010 -0.93025 -0.12706 0.21 0.25 0.25
H -1.54037 -1.15436 1.62348 0.13 0.39 -0.17
H -1.80709 2.60894 1.05056 0.21 -0.23 0.15
H -3.89673 1.84975 1.64098 0.10 -0.47 0.05
H -3.63985 -0.54943 -0.26187 0.25 -0.20 0.48
H -6.08937 -0.91176 -0.85027 -0.09 0.03 0.40
H -8.42038 -1.32782 -0.00898 0.33 0.08 0.38
H -8.96796 -0.86468 2.39488 0.38 0.10 -0.22
H -7.27037 0.24293 3.85783 0.03 -0.20 -0.40
H -4.96722 0.62758 3.01764 -0.28 -0.30 -0.08
C -1.61322 -5.08572 -1.14034 -0.26 0.70 0.44
Na -6.22576 -3.22796 -0.54127 0.62 -0.71 -0.35
C -1.50918 -3.75593 -0.64263 -0.60 -0.94 -0.85
C -2.62187 -3.00790 -1.11721 0.00 -0.17 -0.18
C -3.43260 -3.86832 -1.91628 0.61 0.41 0.69
C -2.83564 -5.19003 -1.87249 0.35 0.49 0.33
C -3.52184 -6.26242 -2.45256 -0.47 0.26 -0.30
C -4.76705 -6.02425 -3.04701 0.32 -0.80 0.17
C -5.30043 -4.72830 -3.15133 -0.15 0.60 -0.22
C -4.59198 -3.62258 -2.67127 -0.38 -0.38 0.34
H -0.92839 -5.90973 -0.96042 -0.13 0.23 0.07
H -0.70556 -3.37963 -0.01742 -0.20 -0.21 -0.12
H -2.81409 -1.94584 -1.01236 0.20 -0.18 -0.13
H -3.06729 -7.25475 -2.42986 -0.31 0.18 -0.08
H -5.32134 -6.86310 -3.48147 0.19 0.34 0.18
H -6.24224 -4.56726 -3.67741 0.26 -0.12 -0.10
H -4.85991 -2.58872 -2.92061 -0.22 -0.24 0.07
```
Positions in Å, forces in eV/Å.

Properties
M: 578.83 g mol⁻¹
Total charge: +1
Relative energy (zero: lowest compared OMol25 entry of this formula, charge and spin): 0.000 eV
Frontier orbital gap: 0.1180 Ha